# 1
{"formula": "C5H26N2O8", "method": "ωB97M-V/def2-TZVPD", "species": ["C", "C", "C", "N", "C", "O", "C", "N", "H", "H", "H", "H", "H", "H", "H", "H", "H", "H", "H", "H", "O", "H", "H", "O", "H", "H", "O", "H", "H", "O", "H", "H", "O", "H", "H", "O", "H", "H", "O", "H", "H"], "coordinates": [[0.802, -3.046, -1.284], [-0.238, -2.200, -0.641], [-0.341, -0.894, -1.525], [-1.205, 0.161, -0.919], [-0.744, 1.321, -0.415], [-1.478, 2.057, 0.246], [0.656, 1.886, -0.625], [1.276, 2.698, 0.411], [0.560, -3.312, -2.363], [1.896, -2.635, -1.152], [0.742, -3.908, -0.731], [-0.025, -2.004, 0.556], [-1.099, -2.789, -0.535], [0.633, -0.470, -1.760], [-0.868, -1.288, -2.514], [-2.077, -0.192, -0.450], [1.542, 1.164, -0.883], [0.452, 2.585, -1.588], [1.285, 3.600, 0.289], [0.771, 2.483, 1.258], [-2.318, 0.893, 2.787], [-2.763, 1.348, 2.094], [-1.377, 0.821, 2.504], [0.689, 0.566, 3.551], [1.363, 0.329, 4.188], [0.485, -0.360, 3.091], [-2.364, -1.561, 1.707], [-1.343, -1.703, 1.861], [-2.550, -0.777, 2.164], [3.297, -0.290, 3.198], [3.304, 0.444, 2.763], [3.356, -0.977, 2.453], [3.641, 1.063, 0.835], [4.166, 1.780, 1.217], [2.846, 1.411, 0.417], [-3.447, -0.940, -2.667], [-2.850, -0.999, -3.402], [-3.763, -1.829, -2.556], [-0.591, 1.861, -4.052], [-0.812, 1.886, -3.170], [-1.509, 1.817, -4.360]], "de_lowest_kcal_mol": 100.2, "e_tot_ev": -24964.6852, "lumo_energy_ha": 0.0058, "smiles": "CCCNC(=O)CN.O.O.O.O.O.O.O", "spin_multiplicity": 1}


# 2
{"formula": "C5H26N2O8", "method": "ωB97M-V/def2-TZVPD", "species": ["C", "C", "C", "C", "N", "C", "N", "O", "H", "H", "H", "H", "H", "H", "H", "H", "H", "H", "H", "H", "O", "H", "H", "O", "H", "H", "O", "H", "H", "O", "H", "H", "O", "H", "H", "O", "H", "H", "O", "H", "H"], "coordinates": [[-3.393, -1.178, 0.856], [-2.166, -0.775, 1.619], [-2.455, 0.437, 2.489], [-1.022, -0.433, 0.609], [0.297, -0.530, 1.247], [-1.058, 0.917, -0.092], [-1.247, 0.810, -1.426], [-0.897, 2.011, 0.452], [-3.568, -0.538, -0.016], [-4.340, -1.251, 1.378], [-3.236, -2.207, 0.485], [-1.714, -1.589, 2.221], [-1.618, 1.065, 2.830], [-2.978, 1.174, 1.847], [-3.134, 0.175, 3.312], [-1.119, -1.258, -0.111], [1.043, -0.257, 0.619], [0.293, 0.123, 2.028], [-1.563, -0.055, -1.833], [-1.504, 1.632, -1.951], [1.816, -2.427, -2.774], [1.952, -2.689, -1.831], [1.999, -1.480, -2.742], [3.026, -3.027, -0.446], [2.969, -3.939, -0.174], [2.962, -2.433, 0.313], [2.431, 1.565, -0.729], [2.005, 1.788, -1.592], [2.414, 2.504, -0.445], [4.393, -0.452, 0.107], [4.955, 0.255, 0.412], [3.687, 0.057, -0.335], [-1.208, 3.774, -1.568], [-0.950, 4.668, -1.314], [-1.290, 3.406, -0.650], [0.842, -3.469, 2.018], [0.933, -2.564, 2.328], [0.071, -3.691, 1.510], [1.021, 2.922, -2.934], [1.270, 3.851, -3.022], [0.079, 3.108, -2.695]], "de_lowest_kcal_mol": 23.9, "e_tot_ev": -24967.9941, "lumo_energy_ha": 0.0047, "smiles": "CC(C)[C@H](N)C(N)=O.O.O.O.O.O.O.O", "spin_multiplicity": 1}


# 3
{"formula": "C5H26N2O8", "method": "ωB97M-V/def2-TZVPD", "species": ["C", "C", "C", "C", "N", "C", "N", "O", "H", "H", "H", "H", "H", "H", "H", "H", "H", "H", "H", "H", "O", "H", "H", "O", "H", "H", "O", "H", "H", "O", "H", "H", "O", "H", "H", "O", "H", "H", "O", "H", "H"], "coordinates": [[-2.067, 1.984, 0.853], [-0.575, 2.078, 0.555], [0.046, 3.477, 0.756], [-0.279, 1.624, -0.868], [-0.098, 0.203, -1.092], [1.143, -0.308, -1.411], [1.266, -1.667, -1.135], [2.076, 0.349, -1.842], [-2.648, 2.610, 0.182], [-2.265, 2.332, 1.857], [-2.365, 0.951, 0.662], [-0.007, 1.487, 1.283], [-0.213, 3.846, 1.752], [-0.376, 4.145, 0.006], [1.120, 3.393, 0.782], [-1.016, 2.039, -1.557], [0.636, 2.058, -1.221], [-0.517, -0.423, -0.454], [0.394, -2.165, -1.307], [2.091, -2.057, -1.541], [1.162, -1.635, 2.401], [1.879, -2.286, 2.379], [1.146, -1.417, 1.440], [3.265, 2.594, 1.268], [3.230, 2.354, 0.325], [3.078, 1.727, 1.663], [-1.767, -0.762, -3.581], [-1.210, -0.159, -3.056], [-1.076, -1.266, -4.036], [-1.398, -2.630, -0.432], [-2.210, -2.808, -0.947], [-1.642, -2.557, 0.513], [-1.625, -1.908, 2.152], [-2.210, -2.001, 2.911], [-0.740, -2.195, 2.480], [-3.755, -2.247, -2.203], [-3.133, -1.576, -2.525], [-4.452, -1.757, -1.754], [3.127, 0.269, 3.217], [2.504, -0.331, 3.624], [3.149, 1.042, 3.803]], "de_lowest_kcal_mol": 0.0, "e_tot_ev": -24969.0286, "lumo_energy_ha": 0.0063, "smiles": "CC(C)CNC(N)=O.O.O.O.O.O.O.O", "spin_multiplicity": 1}


# 4
{"formula": "C5H27BrO11Si2", "method": "ωB97M-V/def2-TZVPD", "species": ["C", "C", "C", "Si", "C", "C", "O", "Br", "O", "Si", "H", "H", "H", "H", "H", "H", "H", "H", "H", "O", "H", "H", "O", "H", "H", "O", "H", "H", "O", "H", "H", "O", "H", "H", "O", "H", "H", "O", "H", "H", "O", "H", "H", "O", "H", "H"], "coordinates": [[-0.270, -0.655, -6.309], [0.248, 0.178, -5.414], [0.775, 1.058, -4.143], [0.807, -0.104, -2.613], [2.531, -0.322, -1.796], [3.370, -1.583, -2.375], [4.235, -2.099, -1.578], [3.162, -2.316, -4.221], [-0.291, 0.522, -1.414], [-1.895, -0.005, -1.957], [-1.063, -1.290, -6.869], [-0.042, 1.877, -3.995], [1.783, 1.565, -4.384], [0.294, -1.429, -3.018], [2.330, -0.555, -0.669], [3.137, 0.677, -1.798], [-1.858, -0.650, -3.276], [-2.837, 1.107, -2.039], [-2.351, -0.960, -0.938], [-3.939, -0.412, 0.726], [-3.287, -0.572, 1.423], [-4.778, -0.347, 1.202], [3.195, 2.612, -0.626], [3.839, 2.457, 0.080], [2.349, 2.669, -0.162], [-2.487, -0.577, 3.560], [-2.299, -1.089, 4.359], [-2.022, 0.258, 3.704], [-3.781, -0.463, 6.364], [-4.127, -0.757, 7.217], [-4.424, -0.794, 5.723], [3.661, 1.577, 2.027], [4.304, 1.422, 2.732], [2.814, 1.634, 2.491], [2.510, 5.261, 1.012], [2.819, 4.643, 0.335], [2.811, 6.123, 0.697], [-4.040, -2.948, -0.922], [-3.906, -2.363, -0.161], [-4.879, -2.652, -1.299], [-1.949, -2.933, 2.716], [-1.657, -3.555, 2.036], [-1.645, -2.074, 2.395], [2.940, -0.393, 3.954], [2.790, -1.315, 4.199], [3.093, -0.427, 2.999]], "de_lowest_kcal_mol": 67.6, "e_tot_ev": -113940.9565, "lumo_energy_ha": -0.0040, "spin_multiplicity": 1}